Record 1
A structure of composition C5H4, computed with wB97M-V/def2-TZVPD.

Structure (XYZ):
```
9
Properties=species:S:1:pos:R:3:mulliken_charge:R:1
C 0.0865 1.3964 0.7746 -0.920
C -0.3480 -0.0088 0.2991 -0.065
C 0.0111 -0.9052 -0.5146 0.806
C 0.3327 -1.8584 -1.3568 -0.273
C 0.4065 -2.8897 -2.0853 -0.693
H 0.2461 1.4953 1.8552 0.300
H -0.5789 2.2062 0.4485 0.284
H 1.0662 1.6145 0.3090 0.316
H -1.2221 -1.0504 0.2703 0.246
```

Values from the calculation:
HOMO energy	-9.2	eV
gap between HOMO and LUMO	8.61	eV
energy relative to the best compared isomer or geometry (same formula, charge and spin)	88.1	kcal/mol
spin multiplicity	1
M	64.1	u
lowest unoccupied orbital energy	-0.625	eV



Record 2
An isolated molecule of C5H4, computed with wB97M-V/def2-TZVPD.

Structure (XYZ):
```
9
Properties=species:S:1:pos:R:3:mulliken_charge:R:1
C 2.9884 -0.4974 0.2699 -0.250
C 1.9420 -0.1567 -0.2482 -0.089
C 0.7559 0.6434 -0.3026 -0.333
C -0.3236 -0.2602 -0.1164 0.137
C -1.4661 -0.8186 0.3455 -0.604
H 3.4309 -1.3742 0.6028 0.288
H 0.7273 1.7106 -0.1535 0.329
H -1.3765 -1.0202 1.3817 0.203
H -2.3835 -1.2250 0.0124 0.319
```

Values from the calculation:
HOMO energy	-8.7	eV
gap between HOMO and LUMO	9.40	eV
energy relative to the best compared isomer or geometry (same formula, charge and spin)	43.5	kcal/mol
spin multiplicity	1
M	64.1	u
structure (SMILES)	C#CC=C=C
lowest unoccupied orbital energy	0.665	eV



Record 3
A structure of composition C5H40NO15, computed with wB97M-V/def2-TZVPD.

Structure (XYZ):
```
61
Properties=species:S:1:pos:R:3:mulliken_charge:R:1
C 2.1657 -0.3585 0.7981 -1.900
C 0.8734 -0.4026 0.0481 2.695
C 0.1121 0.9515 0.1098 1.328
C -1.3785 0.7776 0.0638 0.301
C -2.0059 0.5100 1.5405 -0.997
O -1.4721 -0.6820 2.0773 -0.485
N 1.1670 -0.8484 -1.3811 -0.485
H 2.0143 0.0342 1.8013 0.197
H 2.6389 -1.3476 0.7950 0.679
H 2.8974 0.3863 0.3552 0.241
H 0.1959 -1.1992 0.4901 -1.140
H 0.3411 1.6592 0.9240 -0.729
H 0.4497 1.5226 -0.8063 -0.689
H -1.6168 -0.0129 -0.5988 -0.608
H -1.8405 1.7195 -0.3106 0.523
H -1.9313 1.3769 2.2128 0.195
H -3.0640 0.3578 1.3943 0.489
H 1.4011 -0.0520 -1.9355 0.245
H 2.0930 -1.2952 -1.3963 0.265
H -0.7371 -2.1173 -3.5592 0.302
H -1.1434 -3.5220 -3.0506 0.433
O -1.0038 -2.9577 -3.9175 -0.745
H 0.5856 0.4623 4.5365 0.153
H -0.6434 -0.5403 2.5941 0.337
O 0.5384 0.4525 3.5890 -0.633
H -2.4670 -0.0686 -2.5647 0.328
H -3.5451 -0.9435 -3.3151 0.325
O -3.2807 -0.5513 -2.4316 -0.684
H -2.9115 -1.9089 -1.3127 0.208
H -3.4050 -2.0607 0.0866 0.434
O -3.0757 -2.6135 -0.6672 -0.790
H 0.1046 -2.3356 -1.8619 0.504
H -1.3221 -2.6956 -1.0242 0.445
O -0.6149 -2.9704 -1.6015 -0.870
H 0.7529 1.3850 3.1360 0.378
H 2.4603 2.0196 2.8427 0.319
O 1.6268 2.4686 2.6702 -0.935
H -0.9545 3.8847 2.1799 0.322
H 0.5889 3.8071 1.9991 0.409
O -0.1931 4.3917 1.8858 -0.756
H -0.7191 1.2646 -4.3874 0.243
H -0.1443 1.6142 -2.9761 0.239
O -0.6738 0.9956 -3.4656 -0.533
H 1.3506 -2.3249 2.3384 0.322
H 0.4876 -3.4944 1.8847 0.379
O 1.3433 -3.2739 2.2578 -0.734
H 1.8914 2.8637 1.4956 0.123
H 2.3857 4.2491 0.6063 0.184
O 2.0839 3.3790 0.4493 -0.895
H 0.6052 -3.8815 -0.9713 0.447
H 1.5822 -4.2595 0.1864 0.359
O 1.1772 -4.6312 -0.6243 -0.733
H -0.1041 4.4951 0.1125 0.425
H 0.8408 3.7098 -0.8793 0.328
O -0.0049 4.1850 -0.8067 -0.755
H -2.0056 -3.5207 0.7198 0.291
H -1.5990 -2.8103 1.9573 0.341
O -1.2774 -3.5237 1.3821 -0.705
H 2.6636 2.9812 -1.0823 0.433
H 2.8147 2.8448 -2.7183 0.245
O 2.9012 2.4548 -1.8745 -0.615
```

Values from the calculation:
HOMO energy	-7.2	eV
gap between HOMO and LUMO	9.54	eV
energy relative to the best compared isomer or geometry (same formula, charge and spin)	68.3	kcal/mol
spin multiplicity	1
M	354.4	u
total charge	-1
lowest unoccupied orbital energy	2.343	eV



Record 4
A cluster of 17 separate species, C5H40O16 in total, computed with wB97M-V/def2-TZVPD.

Structure (XYZ):
```
61
Properties=species:S:1:pos:R:3:mulliken_charge:R:1
C -2.6191 -1.0727 3.7073 -1.250
C -1.3974 -0.2786 3.3282 0.793
C -0.4108 0.0490 4.1409 -1.014
C -0.7439 -0.2660 0.8740 -0.200
C -1.5749 0.0755 1.8619 -0.161
H -2.6347 -1.2583 4.7892 0.381
H -2.6051 -2.0629 3.2351 0.219
H -3.4935 -0.5630 3.2841 0.361
H -0.4744 -0.0866 5.2180 0.248
H 0.5765 0.4216 3.8703 0.271
H -0.0108 -1.0574 0.9154 -0.261
H -1.1175 -0.0424 -0.1233 0.298
H -2.3872 0.7584 1.6636 0.455
H -0.5248 3.3075 -1.2236 0.267
H -1.9150 2.8594 -1.7558 0.484
O -1.4243 3.6533 -1.4017 -0.664
H -0.5641 -2.8190 -0.6444 0.253
H -0.5621 -4.2142 -1.1571 0.301
O -0.2448 -3.7200 -0.4002 -0.679
H 2.3548 -0.0379 1.5133 0.384
H 3.4477 0.7838 2.2054 0.285
O 2.6289 0.3066 2.3735 -0.587
H 0.4839 3.2704 1.7492 0.294
H -0.2394 4.6560 1.5810 0.470
O 0.6517 4.2004 1.5830 -0.756
H -1.2943 2.3516 -4.8560 0.342
H -0.6125 0.8873 -5.2070 0.293
O -0.7129 1.6142 -4.5583 -0.641
H -1.4076 5.7154 0.1904 0.331
H -1.7333 4.3149 0.2910 0.442
O -1.6758 5.1088 0.8728 -0.720
H 2.7675 -2.5821 -1.1152 0.550
H 3.6028 -2.7469 -2.5168 0.323
O 3.0606 -2.1490 -1.9888 -0.821
H 0.9973 4.0262 0.1343 0.427
H 1.6377 4.9943 -1.0264 0.251
O 1.1374 4.1558 -0.8813 -0.783
H 3.6418 -0.4743 -1.0542 0.266
H 2.7812 0.7155 -0.4687 0.449
O 3.2447 -0.1448 -0.2282 -0.703
H 1.9462 2.6965 -1.3584 0.431
H 1.8372 2.0223 -2.6728 0.275
O 2.3274 1.9120 -1.8479 -0.740
H 1.3285 -3.5050 0.0626 0.389
H 2.2052 -2.9767 1.1795 0.335
O 2.2711 -3.2716 0.2617 -0.746
H -0.7008 -5.0686 2.5258 0.329
H -1.1305 -4.4970 1.0893 0.401
O -1.2965 -5.2179 1.7630 -0.637
H -2.8886 -1.0011 -3.8110 0.299
H -1.7828 -1.6912 -2.9226 0.348
O -2.6549 -1.2522 -2.9264 -0.705
H -2.1494 1.6133 -3.2180 0.315
H -2.2827 0.3672 -2.3955 0.356
O -2.5573 1.3159 -2.3846 -0.705
H 0.8633 -1.9886 -3.9720 0.267
H 1.6562 -2.5079 -2.7203 0.452
O 0.7667 -2.5783 -3.1807 -0.642
H -0.0309 -2.9812 2.4592 0.154
H 0.8713 -1.6176 2.9051 0.164
O 0.7671 -2.4219 2.3889 -0.541
```

Values from the calculation:
HOMO energy	-9.4	eV
gap between HOMO and LUMO	9.02	eV
energy relative to the best compared isomer or geometry (same formula, charge and spin)	19.2	kcal/mol
spin multiplicity	1
M	356.4	u
lowest unoccupied orbital energy	-0.422	eV



Record 5
A cluster of 15 separate species, C5H42N2O14 in total, computed with wB97M-V/def2-TZVPD.

Structure (XYZ):
```
63
Properties=species:S:1:pos:R:3:mulliken_charge:R:1
C -0.4867 3.0659 -0.2676 -1.602
C 0.7311 2.1755 -0.0302 0.485
C 0.5156 0.6886 -0.5092 -0.036
C -0.2759 -0.2688 0.2594 -0.048
C 0.0239 -1.5559 0.2908 -1.260
N -1.5166 0.1835 0.9823 0.204
N 1.8594 2.7165 -0.8892 -0.156
H -1.3846 3.1916 0.3274 0.342
H -0.8863 2.8755 -1.2512 0.326
H -0.2648 4.1838 -0.1979 0.389
H 1.1519 2.0180 0.9822 0.416
H 1.5471 0.1812 -0.7692 0.174
H 0.1376 0.7302 -1.6006 -0.248
H -0.4280 -2.3954 0.8215 0.214
H 1.0353 -1.9488 0.0343 0.412
H -2.2594 -0.2812 0.4242 0.697
H -1.4062 -0.2934 1.9315 0.515
H -1.6434 1.1303 1.2913 0.011
H 2.4195 1.8823 -1.2610 0.254
H 1.6616 3.3735 -1.6727 0.404
H 2.5349 3.0764 -0.1658 0.485
H 5.1039 -0.3103 -0.9514 0.302
H 6.1623 0.8104 -1.1048 0.304
O 5.2577 0.6425 -0.8115 -0.633
H -0.8386 -3.1293 3.1311 0.251
H 0.5693 -3.6979 2.7186 0.287
O -0.2910 -3.4241 2.4127 -0.569
H 3.9727 1.3774 1.7251 0.250
H 4.3256 1.7688 0.2758 0.380
O 3.7423 1.9649 1.0137 -0.608
H 0.5116 -0.7496 4.6585 0.322
H 1.7796 -0.1463 3.8434 0.236
O 0.8386 -0.3250 3.8606 -0.595
H -1.1593 0.6969 -3.0594 0.295
H -2.2755 1.6588 -2.6043 0.308
O -2.0583 0.9933 -3.2747 -0.626
H 2.7360 -2.2647 -3.0022 0.309
H 1.4835 -1.7207 -2.4271 0.313
O 2.4102 -1.5809 -2.3723 -0.563
H 1.1084 -2.3325 6.4570 0.315
H 0.1529 -2.9931 5.4955 0.320
O 0.9227 -2.4032 5.4988 -0.651
H -0.7860 -4.5315 -2.2841 0.307
H -0.8127 -3.9850 -0.7957 0.298
O -0.3964 -3.8951 -1.6753 -0.626
H -4.1024 -0.0286 -0.8515 0.293
H -4.7709 -0.8355 0.0092 0.313
O -3.9379 -0.3198 0.0676 -0.659
H -0.3565 -1.6734 -3.9580 0.211
H -0.2767 -2.1045 -2.3445 0.234
O -0.3765 -1.4348 -3.0216 -0.444
H -0.1487 1.0146 3.4250 0.412
H -0.9503 2.4959 3.3841 0.280
O -0.8244 1.6126 3.0357 -0.590
H -4.7356 2.6161 2.9995 0.298
H -4.8220 3.5760 1.6943 0.303
O -4.3261 2.8929 2.1550 -0.578
H 1.6606 1.8447 -4.7745 0.272
H 0.4835 2.5342 -3.9606 0.328
O 1.3213 2.0309 -3.8969 -0.583
H -3.4450 -4.4815 -3.0895 0.325
H -3.0191 -3.1037 -2.8318 0.282
O -2.8987 -3.7889 -3.4998 -0.602
```

Values from the calculation:
HOMO energy	-15.6	eV
gap between HOMO and LUMO	10.80	eV
energy relative to the best compared isomer or geometry (same formula, charge and spin)	115.3	kcal/mol
spin multiplicity	1
M	354.4	u
total charge	+2
lowest unoccupied orbital energy	-4.822	eV



Record 6
A cluster of 17 separate species, C5H44O16 in total, computed with wB97M-V/def2-TZVPD.

Structure (XYZ):
```
65
Properties=species:S:1:pos:R:3:mulliken_charge:R:1
C 2.5567 -3.9119 -0.0681 -1.292
C 2.2383 -2.6705 -0.8888 -0.183
C 2.0948 -1.4017 0.0008 1.072
C 1.0253 -0.4362 -0.4960 -1.046
C 3.5176 -0.8108 0.1530 -1.531
H 3.4923 -3.6538 0.4301 0.257
H 1.7599 -3.9680 0.6660 0.347
H 2.6616 -4.8263 -0.6422 0.365
H 2.9537 -2.4102 -1.6742 0.444
H 1.3107 -2.5779 -1.4402 -0.134
H 1.8628 -1.6742 1.0349 0.099
H 0.9489 0.4177 0.1791 0.321
H 0.0929 -1.0014 -0.4736 0.191
H 1.2608 -0.0337 -1.4764 0.067
H 3.5870 -0.0662 0.9520 0.336
H 3.8205 -0.3594 -0.7860 0.297
H 4.2143 -1.5518 0.5409 0.402
H 0.9668 -0.8567 4.9882 0.385
H 2.3650 -1.3181 4.5204 0.299
O 1.9255 -0.6973 5.1172 -0.652
H 3.1101 1.4231 -2.4070 0.315
H 1.6675 1.6945 -2.7607 0.402
O 2.4587 2.1207 -2.3625 -0.700
H -3.1775 -1.6427 1.9852 0.286
H -2.3861 -2.1144 0.8356 0.287
O -2.2639 -1.6290 1.6855 -0.537
H -2.5892 2.3286 1.6847 0.285
H -3.4199 3.1318 0.9444 0.285
O -2.6630 2.5894 0.7399 -0.651
H -2.5023 1.2398 -1.7893 0.417
H -3.6346 1.0989 -2.8116 0.293
O -3.1256 0.6150 -2.1613 -0.573
H -1.4196 -0.3844 4.6304 0.280
H -0.9970 -1.3333 3.4305 0.271
O -0.6770 -0.8182 4.1943 -0.620
H -4.4452 0.8422 -0.5770 0.371
H -3.9897 0.6931 0.8776 0.297
O -4.7711 0.7416 0.3218 -0.685
H -0.1253 -0.7020 -3.6160 0.367
H -1.2085 -1.4485 -2.8098 0.288
O -0.6180 -1.5487 -3.5788 -0.722
H 0.4720 -3.6852 -4.0250 0.302
H 0.9986 -2.6100 -3.1650 0.449
O 1.2815 -3.4542 -3.5419 -0.651
H -2.3479 0.3816 2.3810 0.330
H -1.2255 1.2550 2.9257 0.480
O -2.1791 1.0438 3.0555 -0.718
H -1.8818 2.7971 -0.8376 0.292
H -0.8921 3.4371 -1.9187 0.439
O -1.5937 2.7667 -1.7825 -0.721
H 1.3072 3.7367 -1.7071 0.368
H 0.3354 4.6443 -0.6936 0.315
O 0.5826 4.3687 -1.5835 -0.724
H 0.8017 0.5624 3.3353 0.205
H 0.6767 1.4599 4.4188 0.367
O 0.5605 1.4795 3.4537 -0.595
H 2.2526 3.4043 1.4129 0.297
H 1.6975 4.3143 2.5378 0.266
O 1.4931 3.9135 1.6985 -0.567
H -3.0660 -1.5989 -1.1336 0.334
H -3.6064 -3.0585 -1.0185 0.268
O -2.8833 -2.4811 -0.7510 -0.655
H 0.1049 1.7629 -4.0061 0.305
H -0.7935 1.3452 -2.8522 0.273
O 0.0269 1.1257 -3.2958 -0.661
```

Values from the calculation:
HOMO energy	-10.2	eV
gap between HOMO and LUMO	10.23	eV
energy relative to the best compared isomer or geometry (same formula, charge and spin)	0.0	kcal/mol
spin multiplicity	1
M	360.4	u
lowest unoccupied orbital energy	0.019	eV